{"formula": "C50H58BaCl3N8O3S2Sb2", "method": "ωB97M-V with the def2-TZVPD basis set", "e_homo_ev": -9.736, "fmax_ev_per_a": 1.55, "gap_ev": 7.773, "charge": 1, "e_lumo_ev": -1.9631, "multiplicity": 1, "total_energy_ha": -5286.814796, "species": ["C", "H", "N", "Cl", "O", "C", "C", "C", "C", "H", "C", "H", "H", "H", "H", "C", "C", "C", "C", "H", "H", "C", "H", "H", "C", "C", "H", "H", "C", "H", "C", "N", "H", "C", "N", "H", "C", "O", "H", "H", "N", "C", "H", "Cl", "H", "C", "C", "H", "H", "H", "H", "H", "C", "H", "Ba", "C", "O", "H", "C", "H", "C", "C", "H", "N", "H", "H", "H", "H", "C", "S", "H", "H", "H", "C", "C", "C", "H", "H", "H", "H", "H", "H", "C", "C", "C", "H", "C", "H", "Cl", "S", "C", "C", "N", "H", "C", "H", "N", "H", "C", "C", "C", "H", "H", "H", "H", "H", "C", "C", "N", "Sb", "H", "C", "C", "C", "H", "C", "C", "C", "H", "H", "H", "H", "C", "Sb", "C", "H", "C"], "coordinates": [[-0.31, -1.24, 4.34], [-1.73, -7.54, -1.17], [-1.14, -0.24, 4.80], [7.41, 2.04, 5.07], [-2.18, 3.38, 0.72], [0.01, -7.99, -0.02], [-1.34, 0.64, 3.79], [4.18, -1.17, 3.69], [-0.96, -7.14, -0.51], [-4.49, -3.62, 0.79], [-0.62, 0.87, -4.03], [-1.69, 5.32, 2.84], [1.74, -5.72, 1.79], [3.48, 5.29, 5.72], [-3.65, -3.38, -3.26], [0.08, 1.28, -6.32], [4.87, 4.90, 4.06], [-6.75, -0.60, -3.83], [-1.22, 4.00, 1.25], [5.41, -2.43, 2.46], [3.87, -3.21, -0.66], [-0.52, 4.98, -3.32], [-3.08, -5.40, -0.48], [-2.64, 2.12, 2.98], [-1.45, 5.40, 1.78], [3.06, -3.63, -0.06], [4.65, 2.22, -1.88], [-0.29, -0.67, -5.46], [0.98, -6.13, 1.13], [5.09, 3.86, 0.20], [-0.23, 4.54, -4.58], [-4.16, 2.80, -2.15], [-2.13, -5.24, -1.92], [0.09, 2.63, -6.13], [3.63, 2.40, 0.01], [-0.84, -3.34, 1.20], [0.12, -3.81, 0.99], [6.82, 2.71, 1.90], [0.34, 0.87, -7.28], [-1.54, 2.72, 4.22], [-5.74, 1.25, -2.65], [6.76, 3.97, 2.55], [0.35, 3.31, -6.92], [3.64, -2.49, 4.68], [0.71, -4.82, -1.98], [-0.28, 0.40, -5.27], [0.00, -5.26, 0.63], [4.10, 3.58, 1.64], [-8.58, -3.19, -2.68], [2.40, 0.74, -2.49], [-1.55, -0.18, 5.72], [-6.03, 1.91, -3.37], [4.31, 4.74, 5.29], [-8.10, -2.06, -0.54], [-0.78, 1.35, 0.20], [-6.97, -0.49, -1.44], [-0.07, 3.49, 1.36], [1.76, -8.12, 1.23], [2.45, 1.92, 0.45], [6.10, 1.65, 0.39], [-3.74, -2.83, 0.87], [-4.07, -3.15, -2.28], [-6.78, 0.02, -0.50], [-0.68, 0.26, 2.72], [-4.67, -2.25, -2.36], [0.72, -3.71, 1.89], [3.05, 0.30, 4.77], [-1.67, 0.32, -2.37], [-0.59, 2.28, -3.79], [5.11, 3.53, 6.20], [-4.25, -1.87, 0.94], [-3.15, -2.99, 1.77], [4.53, 5.64, 3.35], [6.21, 3.24, 4.92], [0.85, -3.78, -2.24], [-0.03, -0.91, 3.06], [0.02, 5.23, -5.37], [1.73, -3.68, -2.88], [-2.29, 5.87, 1.27], [0.61, -1.43, 2.36], [-3.36, 3.09, -1.60], [3.88, 2.16, 3.40], [3.78, 1.97, -1.29], [5.06, -1.42, 2.66], [-0.99, -5.77, -0.21], [-6.36, -0.18, -4.76], [5.52, -0.36, 1.89], [-0.02, -3.42, -2.79], [6.64, -0.75, 0.62], [-3.87, 0.52, -0.87], [-4.64, 1.57, -1.95], [-0.24, 3.15, -4.85], [1.84, 1.21, -0.48], [-0.55, 6.00, 1.68], [-0.82, 4.03, -2.33], [-7.73, -2.24, -4.80], [-0.93, 0.01, -2.98], [-0.50, 6.03, -3.07], [-7.51, -1.75, -3.85], [-7.72, -1.65, -1.46], [-6.48, 0.03, -2.63], [2.96, -4.69, -0.29], [3.31, -3.51, 1.00], [-1.07, -0.95, -3.25], [0.00, -9.04, -0.28], [-4.70, -3.98, -1.96], [5.68, 2.10, 1.30], [-2.16, 1.87, 3.93], [-0.86, 2.74, -2.54], [1.22, -2.61, -0.48], [-2.94, 1.74, 4.69], [-2.13, -5.00, -0.86], [4.62, 3.09, 0.82], [3.74, 0.12, 3.96], [0.00, -2.07, 4.96], [-7.99, -2.29, -2.67], [5.98, 4.03, 3.83], [5.12, 0.95, 2.13], [-4.65, 3.49, -2.70], [6.40, 4.75, 1.87], [2.08, 2.13, 1.44], [-1.04, 4.36, -1.32], [4.22, 1.16, 3.17], [-2.49, -2.87, -0.87], [2.66, 1.24, -1.58], [7.81, 4.19, 2.76], [0.99, -7.47, 0.82]]}